Entry 1:
Formula: C38H35N5O
Source: OMol25
Level of theory: ωB97M-V with the def2-TZVPD basis set

The calculation puts the max |F| at 2.77 eV Å⁻¹. As for the spin multiplicity: 1. The value obtained for the total energy is -49467.313 eV. For the HOMO-LUMO gap, the calculation gives 2.95 eV. The molar mass is 577.7 g mol⁻¹.

Element x y z (Å)
C (-5.18805, -0.07224, -4.65902)
C (-4.60563, -1.29893, -4.30332)
C (-3.22125, -1.39259, -4.16298)
C (-2.40868, -0.26170, -4.37442)
C (-0.95747, -0.32275, -4.17363)
N (-0.37043, 0.77203, -3.77229)
C (0.73515, 1.42881, -3.60070)
C (0.94093, 2.58080, -4.40342)
N (1.14546, 3.56408, -5.01557)
C (-0.21872, -1.56643, -4.41735)
C (-0.66099, -2.56446, -5.32366)
C (0.08223, -3.73184, -5.50659)
C (1.32025, -3.87689, -4.86002)
C (1.76945, -2.88319, -3.97584)
C (1.01940, -1.72710, -3.77952)
C (-3.00210, 0.97362, -4.68661)
C (-4.38177, 1.06081, -4.86795)
H (-6.27344, 0.00837, -4.75906)
H (-5.23205, -2.17858, -4.13098)
H (-2.76130, -2.33427, -3.85726)
H (1.57363, 1.14553, -2.92803)
H (-1.57505, -2.40913, -5.90111)
H (-0.30710, -4.53538, -6.14094)
H (1.92595, -4.76846, -5.03778)
H (2.69663, -2.99788, -3.41465)
H (1.37566, -0.94569, -3.11085)
H (-2.35824, 1.84713, -4.79768)
H (-4.81612, 2.01861, -5.16337)
C (-0.47295, 0.38787, 6.30688)
N (0.17216, 0.08148, 5.05019)
C (0.86543, -1.08051, 4.86585)
O (1.04131, -1.94076, 5.72671)
C (1.35706, -1.08584, 3.42094)
C (0.84292, -2.27711, 2.61974)
C (1.24746, -3.62421, 3.19181)
C (0.27235, -4.57733, 3.51258)
C (0.64362, -5.77390, 4.13396)
C (1.99879, -6.05545, 4.35306)
C (2.97801, -5.12495, 3.98511)
C (2.60266, -3.92162, 3.37639)
N (0.88120, 0.20604, 2.91324)
C (1.14048, 0.54239, 1.63057)
C (0.72008, 1.72893, 1.02969)
C (0.94412, 2.15525, -0.28714)
C (0.77986, 3.54162, -0.65799)
C (1.41783, 4.10721, -1.79446)
C (1.10571, 5.37649, -2.24775)
C (0.25525, 6.21197, -1.51199)
C (-0.06104, 7.51071, -2.02143)
N (-0.28809, 8.56345, -2.47844)
C (-0.23261, 5.75672, -0.28339)
C (0.00950, 4.45106, 0.12307)
C (0.13960, 0.99455, 3.91174)
C (-1.32618, 1.24589, 3.51134)
C (0.83229, 2.30729, 4.31733)
H (-0.33256, -0.46853, 6.97109)
H (-0.03245, 1.29023, 6.75509)
H (-1.54701, 0.55686, 6.14824)
H (2.46335, -1.09433, 3.42879)
H (-0.25480, -2.21966, 2.55015)
H (1.23845, -2.18273, 1.59860)
H (-0.77957, -4.34708, 3.31432)
H (-0.12676, -6.48463, 4.44054)
H (2.29255, -6.99834, 4.81313)
H (4.03623, -5.32522, 4.16544)
H (3.35276, -3.18600, 3.07005)
H (1.71141, -0.20581, 1.06156)
H (0.20388, 2.40606, 1.70708)
H (1.34684, 1.46114, -1.02537)
H (2.15291, 3.51538, -2.33981)
H (1.47891, 5.73316, -3.20975)
H (-0.83428, 6.41835, 0.34114)
H (-0.42743, 4.11880, 1.06357)
H (-1.84484, 0.27758, 3.42886)
H (-1.80117, 1.85528, 4.29531)
H (-1.39611, 1.76944, 2.55278)
H (1.74992, 2.07763, 4.87845)
H (1.08897, 2.92266, 3.45058)
H (0.14759, 2.87022, 4.96717)

Entry 2:
Formula: C3H3NO2
Source: OMol25
Level of theory: ωB97M-V with the def2-TZVPD basis set

The calculation puts the max |F| at 3.21 eV Å⁻¹. As for the spin multiplicity: 1. The value obtained for the total energy is -8743.849 eV. For the HOMO-LUMO gap, the calculation gives 11.23 eV. The molar mass is 85.1 g mol⁻¹.

Element x y z (Å)
C (-2.53069, 1.69771, 0.32601)
C (-2.20808, -1.24809, 0.02788)
C (-0.00616, -0.21472, 0.27877)
N (-1.27118, -0.61001, -0.30632)
O (-3.48667, 1.75002, -0.31335)
O (-3.12078, -1.93664, 0.22888)
H (0.58430, 0.04790, -0.57353)
H (-0.29465, 0.64172, 0.83198)
H (0.40859, -0.97082, 0.96615)

Entry 3:
Formula: C8H8
Source: OMol25
Level of theory: ωB97M-V with the def2-TZVPD basis set

The calculation puts the max |F| at 6.46 eV Å⁻¹. As for the spin multiplicity: 1. The value obtained for the total energy is -8421.711 eV. For the HOMO-LUMO gap, the calculation gives 10.16 eV. The molar mass is 104.2 g mol⁻¹. As for the SMILES: c1ccccc1.C#C.

Element x y z (Å)
C (1.14850, -1.45255, -0.03191)
C (-0.07252, -0.69950, -0.07625)
C (0.04655, 0.69599, -0.18124)
C (1.20807, 1.47229, 0.00929)
C (2.42332, 0.69421, -0.06708)
C (2.43910, -0.71975, -0.10537)
H (1.11896, -2.43710, 0.13775)
H (-0.98290, -1.21204, 0.10114)
H (-0.97521, 1.16313, 0.02014)
H (1.21884, 2.54035, 0.18745)
H (3.22272, 1.29528, -0.15257)
H (3.30274, -1.32544, -0.19647)
C (-2.94440, -0.02534, 0.29222)
C (-3.94163, 0.06524, -0.32736)
H (-2.23722, -0.04300, 1.04459)
H (-4.97493, -0.01176, -0.65432)

Entry 4:
Formula: C11H16OSi
Source: OMol25
Level of theory: ωB97M-V with the def2-TZVPD basis set

The calculation puts the max |F| at 4.43 eV Å⁻¹. As for the spin multiplicity: 1. The value obtained for the total energy is -21586.481 eV. For the HOMO-LUMO gap, the calculation gives 8.88 eV. The molar mass is 192.3 g mol⁻¹.

Element x y z (Å)
C (4.13428, -0.33098, 0.86656)
C (3.88224, 0.48812, -0.21690)
C (3.18644, -1.14447, 1.48549)
C (2.55010, 0.50938, -0.67961)
C (1.86797, -1.23274, 0.97476)
C (1.65146, -0.38360, -0.10800)
C (-0.45478, -0.76870, -2.39483)
C (-0.56791, -0.57468, -0.98624)
C (-1.96285, 2.19345, -0.20220)
C (-1.41167, -0.10358, 1.88957)
C (-3.53492, -0.39898, -0.52347)
O (-0.70008, -1.82195, -1.48541)
Si (-1.88728, 0.25469, 0.02798)
H (5.01201, -0.13537, 1.44544)
H (4.54546, 1.19137, -0.50564)
H (3.26901, -1.42064, 2.53375)
H (2.33694, 1.20016, -1.43143)
H (0.96666, -1.80532, 1.38143)
H (-1.30069, -0.41855, -3.01055)
H (0.48863, -0.89962, -2.77819)
H (-2.74746, 2.66437, 0.38426)
H (-1.09145, 2.71932, 0.11695)
H (-2.33310, 2.28224, -1.16938)
H (-1.58386, 0.79168, 2.42255)
H (-2.18787, -0.68440, 2.23147)
H (-0.47579, -0.50313, 2.02763)
H (-4.39089, 0.22566, -0.20994)
H (-3.39617, -0.39212, -1.67186)
H (-3.86443, -1.50162, -0.41418)

Entry 5:
Formula: C6H24FInO6
Source: OMol25
Level of theory: ωB97M-V with the def2-TZVPD basis set

The calculation puts the max |F| at 2.05 eV Å⁻¹. Its net charge is +2. As for the spin multiplicity: 1. The value obtained for the total energy is -26761.550 eV. For the HOMO-LUMO gap, the calculation gives 2.89 eV. The molar mass is 326.1 g mol⁻¹.

Element x y z (Å)
In (-2.53590, 0.60132, 1.47270)
F (0.13958, 0.31449, 0.16807)
C (3.08022, 1.12632, 1.82106)
O (2.79397, -0.07728, 1.17404)
H (2.12501, 1.64555, 1.74324)
H (3.26740, 0.86721, 2.86314)
H (3.95035, 1.55895, 1.32730)
H (1.87528, 0.00323, 0.90734)
C (1.23814, -1.19645, -2.65893)
O (0.97215, -1.86087, -1.46697)
H (0.89808, -0.17961, -2.46273)
H (2.29174, -1.20989, -2.93792)
H (0.72253, -1.65643, -3.50194)
H (0.76592, -1.19660, -0.80528)
C (-3.45054, 0.51936, -2.35339)
O (-2.35659, 0.40451, -1.51450)
H (-3.46840, 1.48287, -2.86271)
H (-3.46439, -0.34660, -3.01524)
H (-4.34942, 0.51663, -1.73687)
H (-1.50482, 0.35461, -1.95448)
C (1.62443, 3.09399, -0.96750)
O (0.92277, 2.12031, -1.67502)
H (1.06056, 3.65137, -0.21951)
H (2.42377, 2.59770, -0.41719)
H (2.07848, 3.79119, -1.67167)
H (0.61588, 1.51533, -0.99575)
C (0.60421, -0.08413, 3.59695)
O (-0.77283, -0.07116, 3.93160)
H (1.23955, -0.79846, 4.12058)
H (0.59032, -0.41183, 2.55748)
H (0.98009, 0.93434, 3.69455)
H (-0.88313, -0.53070, 4.76722)
C (-2.57750, -3.12655, -0.18879)
O (-1.81699, -1.94965, 0.11138)
H (-2.05105, -3.93105, 0.32478)
H (-3.55050, -3.10362, 0.30197)
H (-2.55919, -3.34541, -1.25642)
H (-0.91920, -2.02300, -0.22059)

Entry 6:
Formula: Cl3H2N3
Source: OMol25
Level of theory: ωB97M-V with the def2-TZVPD basis set

The calculation puts the max |F| at 3.32 eV Å⁻¹. As for the spin multiplicity: 1. The value obtained for the total energy is -42065.257 eV. For the HOMO-LUMO gap, the calculation gives 8.92 eV. The molar mass is 150.4 g mol⁻¹. As for the SMILES: NN(Cl)N(Cl)Cl.

Element x y z (Å)
N (1.22977, 0.18826, 0.31067)
N (0.22709, -0.53392, -0.33791)
Cl (-0.80102, -1.43931, 1.09832)
N (-0.59467, 0.25529, -0.95734)
Cl (-1.20486, 1.68289, -0.11266)
Cl (-1.85270, -0.58859, -1.72720)
H (1.04571, 0.80439, 1.09606)
H (1.95068, -0.36901, 0.63006)

Entry 7:
Formula: C4H4
Source: OMol25
Level of theory: ωB97M-V with the def2-TZVPD basis set

The calculation puts the max |F| at 4.12 eV Å⁻¹. As for the spin multiplicity: 1. The value obtained for the total energy is -4208.998 eV. For the HOMO-LUMO gap, the calculation gives 10.32 eV. The molar mass is 52.1 g mol⁻¹. As for the SMILES: C#CC=C.

Element x y z (Å)
C (2.32360, -0.09439, -0.04550)
C (1.12352, 0.01241, 0.00944)
C (-0.39632, 0.20848, -0.00209)
C (-1.69068, -0.26102, -0.01824)
H (3.35283, -0.29686, 0.10309)
H (-0.30393, 1.34653, 0.02062)
H (-1.86310, -1.28262, -0.12267)
H (-2.54592, 0.36748, 0.05534)

Entry 8:
Formula: C25H18Br4InN4O4
Source: OMol25
Level of theory: ωB97M-V with the def2-TZVPD basis set

The calculation puts the max |F| at 1.53 eV Å⁻¹. Its net charge is -1. As for the spin multiplicity: 1. The value obtained for the total energy is -325707.525 eV. For the HOMO-LUMO gap (spin up / spin down), the calculation gives 4.31 / 4.30 eV. The molar mass is 872.9 g mol⁻¹.

Element x y z (Å)
In (-0.35409, -0.46250, -1.02747)
C (-3.81086, -4.80526, 0.01870)
C (-3.56115, -3.52707, 0.50019)
C (-2.46979, -2.81189, 0.04745)
C (-1.60398, -3.35404, -0.90191)
C (-1.85225, -4.64045, -1.37975)
C (-2.94749, -5.35097, -0.91876)
N (-0.47162, -2.62212, -1.29058)
N (0.10710, -3.09989, -2.40350)
C (1.12050, -2.37622, -2.79203)
C (1.77262, -2.71887, -4.02187)
C (2.78447, -1.95704, -4.48344)
C (3.17506, -0.79651, -3.74913)
C (2.50087, -0.49368, -2.61390)
N (1.50122, -1.25835, -2.09338)
H (-4.66533, -5.36514, 0.37014)
H (-4.21746, -3.07805, 1.23302)
H (-2.29614, -1.82160, 0.44273)
H (-1.17457, -5.06413, -2.10544)
H (-3.12620, -6.34787, -1.29762)
H (1.41318, -3.58980, -4.54952)
H (3.28929, -2.21785, -5.40450)
H (3.98499, -0.16509, -4.07975)
H (2.75303, 0.38681, -2.04081)
Br (-3.14437, -0.01437, 5.26856)
C (-2.82504, 0.24145, 3.42499)
C (-3.81187, 0.74128, 2.59599)
Br (-5.51599, 1.18074, 3.28201)
C (-3.55136, 0.92169, 1.23703)
Br (-4.84748, 1.60377, 0.04472)
C (-2.31834, 0.62233, 0.69116)
O (-2.02505, 0.78640, -0.56882)
C (-1.30041, 0.10679, 1.55038)
O (-0.14527, -0.18538, 1.01278)
C (-1.57707, -0.08001, 2.89046)
Br (-0.17725, -0.77732, 3.95012)
O (0.93431, 2.30720, -1.47773)
O (0.68131, 3.56562, -1.68325)
C (-0.50167, 3.64007, 0.86085)
C (0.95918, 3.65081, 1.17136)
C (1.44342, 4.43176, 2.21613)
C (2.75201, 4.33348, 2.65203)
C (3.61072, 3.40821, 2.08134)
C (3.17622, 2.59935, 1.04314)
C (4.09361, 1.58357, 0.43059)
C (1.87070, 2.78746, 0.55765)
N (1.53767, 1.88482, -0.46520)
H (-1.04105, 4.26639, 1.56985)
H (-0.89732, 2.61920, 0.92532)
H (-0.70236, 3.98489, -0.15990)
H (0.75839, 5.10967, 2.70661)
H (3.09546, 4.95478, 3.46741)
H (4.61951, 3.29403, 2.45439)
H (4.96583, 1.43754, 1.06717)
H (4.44101, 1.90606, -0.55336)
H (3.59114, 0.62529, 0.29732)